C31H32BrN4O2RuSi | ωB97M-V/def2-TZVPD

The geometry in XYZ format:
```
72
Properties=species:S:1:pos:R:3:forces:R:3
Ru -0.189 0.791 -0.485 -0.2 0.0 -0.1
O -0.833 3.984 2.480 0.0 0.0 -0.1
C -0.780 3.259 3.616 0.0 0.0 0.1
C -0.918 3.928 4.831 0.0 0.0 0.0
C -0.867 3.231 6.023 0.0 0.0 0.0
C -0.694 1.851 6.028 0.0 0.0 0.0
C -0.569 1.189 4.819 0.0 0.1 0.0
C -0.594 1.873 3.607 0.0 0.0 0.0
C -0.397 1.086 2.333 0.2 -0.1 0.0
O -0.792 1.738 1.172 -0.1 -0.1 -0.1
N 1.036 0.809 2.154 0.0 -0.1 -0.1
N 1.132 -0.038 0.998 -0.1 -0.1 0.3
C 2.201 0.212 0.311 0.4 0.1 -0.1
C 2.806 -0.716 -0.640 0.0 0.0 -0.1
Br 3.602 0.197 -2.118 -0.1 0.0 0.0
C 3.026 -2.032 -0.554 -0.1 0.0 0.0
C 2.731 -3.037 0.483 0.0 0.0 0.0
C 1.644 -3.040 1.360 0.0 0.1 0.0
C 1.491 -4.054 2.295 0.0 0.0 0.0
C 2.409 -5.088 2.374 0.0 0.0 0.0
C 3.486 -5.110 1.496 0.0 0.0 0.0
C 3.635 -4.104 0.560 0.0 0.0 -0.1
H -0.807 3.330 1.744 0.0 0.0 0.0
H -1.062 5.000 4.809 0.0 0.0 0.0
H -0.973 3.767 6.958 0.0 0.0 0.0
H -0.669 1.302 6.959 0.0 0.0 0.0
H -0.455 0.109 4.806 0.0 0.0 0.0
H -0.937 0.125 2.430 0.0 0.0 0.0
H 1.403 0.264 2.930 0.0 0.0 0.0
H 2.773 1.113 0.541 0.0 -0.1 0.1
H 3.613 -2.438 -1.372 0.0 0.0 0.0
H 0.908 -2.255 1.304 0.0 0.0 0.0
H 0.636 -4.038 2.959 0.0 0.0 0.0
H 2.282 -5.878 3.102 0.0 0.0 0.0
H 4.206 -5.917 1.538 0.0 0.0 0.0
H 4.473 -4.132 -0.126 0.0 0.0 0.0
C 0.495 -4.068 -3.312 0.0 0.1 0.0
C 0.750 -3.111 -4.290 0.0 -0.1 0.0
C 0.657 -1.762 -4.003 0.0 0.2 0.0
C 0.309 -1.352 -2.717 0.1 -0.3 -0.1
C 0.060 -2.306 -1.743 0.0 0.0 0.1
C 0.149 -3.659 -2.035 0.0 0.0 0.0
N 0.185 0.020 -2.358 0.0 0.4 0.0
N 0.238 0.832 -3.337 0.0 -0.4 -0.2
C 0.020 2.121 -2.971 0.0 0.5 0.3
C 0.080 3.146 -3.936 0.0 -0.3 0.0
C -0.152 4.437 -3.549 0.0 0.1 0.1
C -0.439 4.721 -2.199 0.0 0.0 -0.1
C -0.507 3.725 -1.252 0.0 0.0 0.0
C -0.291 2.383 -1.612 -0.1 -0.1 -0.3
H 0.569 -5.121 -3.548 0.0 0.0 0.0
H 1.024 -3.423 -5.290 0.0 0.0 0.0
H 0.855 -1.016 -4.759 0.0 0.0 0.0
H -0.198 -1.987 -0.742 0.0 0.0 0.1
H -0.042 -4.386 -1.257 0.0 0.0 0.0
H 0.313 2.884 -4.960 0.0 0.0 0.0
H -0.111 5.242 -4.271 0.0 0.0 0.0
H -0.614 5.747 -1.900 0.0 0.0 0.0
H -0.722 3.992 -0.226 0.0 0.0 0.0
C -3.500 1.998 -0.452 0.0 0.0 0.0
Si -2.496 0.579 -1.132 0.1 0.1 0.3
C -2.843 -1.013 -0.166 -0.2 0.0 0.0
C -2.901 0.337 -2.940 0.1 0.0 -0.1
H -4.555 1.907 -0.721 0.0 0.0 0.0
H -3.127 2.943 -0.852 0.0 0.0 0.0
H -3.412 2.036 0.634 0.0 0.0 0.0
H -3.894 -1.040 0.137 0.0 0.0 0.0
H -2.248 -1.062 0.750 0.0 0.0 0.0
H -2.646 -1.907 -0.758 0.0 0.0 0.0
H -3.976 0.435 -3.106 0.0 0.0 0.0
H -2.585 -0.644 -3.301 0.0 0.0 0.0
H -2.403 1.095 -3.547 -0.1 0.0 0.0
```
Positions in Å, forces in eV/Å.

total charge: 0
largest force on an atom: 0.61 eV Å⁻¹
LUMO energy (spin up / spin down): -0.85 / -0.94 eV
calculated total energy: -4528.340741 Eh
frontier orbital gap (spin up / spin down): 7.282 / 6.990 eV
spin multiplicity: 2
energy above the lowest of the compared OMol25 structures with the same formula, charge and spin: 120.8 kJ/mol
expectation value of S²: 0.767



C52H53O16P2 | ωB97M-V/def2-TZVPD

The geometry in XYZ format:
```
123
Properties=species:S:1:pos:R:3:forces:R:3
C 3.546 -0.926 4.249 0.0 0.0 0.0
C 3.228 -0.263 2.899 0.2 -0.2 0.0
C 2.212 -1.001 2.036 -0.1 0.1 0.2
O 2.819 -1.885 1.072 0.0 0.0 0.0
C 2.865 -3.213 1.492 0.1 0.0 0.2
P 3.815 -4.122 0.244 0.0 -0.2 0.2
C 3.067 -3.812 -1.360 0.1 0.1 -0.2
C 3.673 -4.696 -2.448 -0.1 -0.1 0.1
O 3.773 -6.020 -1.935 0.1 0.0 0.1
P 5.948 -3.767 0.109 0.3 -0.1 -0.8
C 6.219 -2.190 1.013 0.0 0.0 0.3
C 6.901 -1.151 0.111 0.0 -0.2 -0.1
C 6.572 -5.106 1.186 -0.1 0.0 0.3
C 5.928 -5.317 2.560 -0.1 0.1 0.0
H 2.856 -1.746 4.462 0.0 0.0 0.0
H 3.449 -0.227 5.078 0.0 0.1 0.0
H 4.558 -1.331 4.294 0.0 0.0 -0.1
H 4.140 -0.165 2.305 0.0 0.2 0.0
H 2.854 0.750 3.048 0.0 0.0 0.1
H 1.611 -0.287 1.483 0.0 -0.1 -0.2
H 1.552 -1.596 2.674 -0.2 0.1 -0.1
H 3.371 -3.358 2.456 0.0 0.0 0.0
H 1.873 -3.681 1.563 0.0 0.1 0.0
H 3.629 -5.458 0.584 0.0 -0.1 0.0
H 1.992 -3.972 -1.268 0.0 0.1 0.0
H 3.266 -2.765 -1.597 -0.2 0.1 0.0
H 4.650 -4.311 -2.739 0.0 0.0 0.0
H 3.007 -4.674 -3.312 0.1 0.0 -0.1
H 4.534 -6.467 -2.321 -0.1 0.0 -0.1
H 5.286 -1.817 1.432 0.0 0.0 0.0
H 6.864 -2.448 1.857 0.0 0.1 0.1
H 6.696 -1.340 -0.943 -0.1 0.1 0.0
H 7.979 -1.195 0.241 0.0 0.1 0.0
H 6.578 -0.142 0.355 0.0 0.0 0.0
H 6.540 -6.012 0.582 0.1 -0.1 0.0
H 7.625 -4.829 1.291 0.1 -0.1 0.0
H 5.111 -6.037 2.512 0.0 0.0 0.0
H 5.521 -4.385 2.959 0.1 0.0 0.1
H 6.653 -5.684 3.284 0.0 -0.1 0.0
C 8.206 0.215 4.852 0.0 0.0 0.0
C 7.539 0.683 5.904 0.0 0.0 0.0
C 6.399 1.624 5.739 0.0 0.0 -0.1
O 5.782 2.041 6.692 0.0 0.0 0.0
C 6.041 2.033 4.354 0.0 0.0 0.1
C 6.703 1.558 3.305 0.0 0.0 0.0
C 7.831 0.606 3.471 0.0 0.1 0.0
O 8.423 0.174 2.503 0.0 -0.1 0.1
H 9.041 -0.468 4.943 0.0 0.0 0.0
H 7.786 0.412 6.923 0.0 0.0 0.0
H 5.217 2.730 4.264 0.0 0.0 0.0
H 6.465 1.843 2.287 0.0 0.0 0.0
C -1.022 0.918 -0.713 0.0 -0.1 0.1
C -2.144 0.875 -1.422 0.0 -0.1 0.0
C -3.459 1.163 -0.797 0.0 0.0 0.0
O -4.478 1.130 -1.451 -0.1 0.0 -0.1
C -3.479 1.503 0.647 0.0 0.0 0.0
C -2.357 1.545 1.359 0.1 0.0 0.0
C -1.046 1.255 0.730 0.0 0.0 0.0
O -0.016 1.302 1.379 0.0 0.0 0.0
H -0.050 0.735 -1.152 0.0 0.0 0.0
H -2.159 0.653 -2.481 0.0 0.0 0.0
H -4.446 1.715 1.085 0.0 0.0 0.0
H -2.351 1.797 2.411 0.0 0.0 0.0
C -2.062 6.664 -3.105 0.0 0.0 0.0
C -1.683 5.420 -3.381 0.0 -0.1 0.1
C -1.188 4.516 -2.315 0.0 0.0 0.0
O -0.833 3.379 -2.560 0.0 0.1 -0.1
C -1.139 5.038 -0.926 0.0 0.0 0.0
C -1.520 6.282 -0.651 0.0 0.0 0.0
C -2.012 7.195 -1.720 0.0 -0.1 0.0
O -2.353 8.326 -1.457 0.0 0.0 0.0
H -2.433 7.340 -3.865 0.0 0.0 0.0
H -1.728 5.003 -4.378 0.0 0.0 0.0
H -0.775 4.357 -0.167 0.0 0.0 0.0
H -1.495 6.696 0.349 0.0 0.0 0.0
C 0.993 -6.849 0.672 0.0 0.0 0.0
C -0.295 -6.927 0.349 0.0 0.0 0.0
C -1.354 -6.919 1.398 0.1 0.0 0.0
O -2.523 -6.983 1.102 0.0 0.0 0.0
C -0.914 -6.827 2.817 0.0 0.0 0.0
C 0.375 -6.751 3.136 0.0 0.0 0.0
C 1.423 -6.747 2.090 -0.1 -0.1 -0.1
O 2.602 -6.656 2.379 0.1 0.1 0.0
H 1.782 -6.871 -0.072 0.0 0.0 0.0
H -0.643 -7.008 -0.673 0.0 0.0 0.0
H -1.703 -6.829 3.558 0.0 0.0 0.0
H 0.723 -6.685 4.159 0.0 0.0 0.0
C -5.039 3.182 -8.634 0.1 0.0 0.0
C -4.860 3.886 -7.519 0.0 0.0 0.0
C -3.513 4.346 -7.100 -0.1 0.1 0.0
O -3.351 4.967 -6.067 0.0 -0.1 -0.1
C -2.366 4.022 -7.982 0.0 0.0 0.0
C -2.538 3.322 -9.098 0.0 0.0 0.0
C -3.886 2.841 -9.510 0.0 0.1 0.0
O -4.031 2.203 -10.528 0.0 0.0 0.0
H -6.014 2.834 -8.950 0.0 0.0 0.0
H -5.682 4.155 -6.867 0.0 0.0 0.0
H -1.396 4.381 -7.660 0.0 0.0 0.0
H -1.722 3.065 -9.760 0.0 0.0 0.0
C -6.646 3.384 6.051 0.0 0.0 0.0
C -6.107 2.902 4.935 0.0 0.0 0.0
C -4.674 3.117 4.621 0.0 0.0 0.0
O -4.183 2.677 3.600 0.0 0.0 0.0
C -3.860 3.889 5.590 0.0 0.0 0.0
C -4.396 4.371 6.707 0.0 0.0 0.0
C -5.833 4.156 7.029 0.0 0.0 0.0
O -6.319 4.592 8.046 0.0 0.0 0.0
H -7.688 3.244 6.308 0.0 0.0 0.0
H -6.675 2.337 4.207 0.0 0.0 0.0
H -2.818 4.031 5.332 0.0 0.0 0.0
H -3.828 4.939 7.434 0.0 0.0 0.0
C -9.698 1.284 -6.323 0.0 0.0 0.0
C -10.117 0.753 -5.179 0.0 0.0 0.0
C -9.187 0.562 -4.035 0.0 0.0 0.0
O -9.567 0.074 -2.994 0.0 0.0 0.0
C -7.774 0.988 -4.217 -0.1 0.0 -0.1
C -7.358 1.516 -5.365 0.1 0.0 0.0
C -8.286 1.710 -6.505 -0.2 -0.1 0.0
O -7.922 2.197 -7.555 0.1 0.0 0.1
H -10.350 1.436 -7.173 0.0 0.0 0.0
H -11.139 0.435 -5.019 0.0 0.0 0.0
H -7.120 0.846 -3.367 0.1 0.0 0.1
H -6.333 1.829 -5.521 0.0 0.0 0.0
```
Positions in Å, forces in eV/Å.

total charge: +1
largest force on an atom: 0.83 eV Å⁻¹
LUMO energy: -3.97 eV
calculated total energy: -3899.344842 Eh
frontier orbital gap: 7.420 eV
energy above the lowest of the compared OMol25 structures with the same formula, charge and spin: 0.0 kJ/mol



C15H21NO4RuS4 | ωB97M-V/def2-TZVPD

The geometry in XYZ format:
```
46
Properties=species:S:1:pos:R:3:forces:R:3
Ru 0.300 0.481 0.108 -3.2 -2.5 1.4
C -1.304 -0.552 3.166 0.0 -0.2 0.0
C -0.843 0.832 3.569 0.3 -0.1 -0.3
S -0.439 1.952 2.184 0.5 0.1 -0.5
C -2.053 2.704 1.816 0.1 -0.1 -0.2
C -3.061 1.768 1.182 0.0 0.0 -0.2
S -2.358 1.086 -0.356 1.4 -0.5 0.3
C -3.134 -0.554 -0.482 -0.1 0.2 0.1
C -2.380 -1.417 -1.470 0.2 0.2 0.1
S -0.596 -1.651 -1.170 0.9 0.9 0.2
C -0.487 -3.032 0.009 0.0 0.2 0.0
C -0.975 -2.733 1.407 0.0 0.0 0.1
S -0.039 -1.348 2.133 -0.1 1.2 -1.1
H -2.243 -0.542 2.617 0.0 0.0 0.0
H -1.432 -1.160 4.066 0.0 -0.1 0.0
H 0.070 0.782 4.163 0.0 0.0 0.0
H -1.608 1.328 4.167 0.0 0.1 0.0
H -1.831 3.543 1.156 0.0 0.0 0.1
H -2.436 3.106 2.755 0.0 0.1 0.0
H -3.946 2.341 0.897 0.0 -0.1 0.0
H -3.381 0.963 1.840 0.0 0.0 0.0
H -4.147 -0.404 -0.865 0.0 0.1 0.1
H -3.210 -0.995 0.510 0.0 0.0 0.0
H -2.412 -0.977 -2.467 -0.1 -0.1 0.0
H -2.823 -2.412 -1.516 0.0 0.0 -0.1
H 0.571 -3.298 0.002 0.0 -0.1 0.0
H -1.050 -3.865 -0.416 0.1 0.0 -0.1
H -0.787 -3.607 2.034 0.0 0.1 0.1
H -2.039 -2.509 1.444 0.0 0.0 0.0
O 0.684 2.156 -4.013 0.2 0.0 -0.3
C 0.791 1.588 -2.857 -0.2 -0.1 0.2
O -0.108 1.510 -2.022 0.4 0.3 0.3
C 2.125 0.992 -2.573 0.3 0.1 -0.2
C 3.144 0.895 -3.511 -0.1 0.1 0.1
C 4.355 0.358 -3.101 0.0 0.0 -0.1
C 4.504 -0.041 -1.779 0.0 0.0 0.1
C 3.424 0.101 -0.917 0.2 0.0 -0.1
N 2.257 0.588 -1.319 -0.4 -0.2 0.0
C 3.391 -0.264 0.535 0.1 0.0 -0.5
O 4.462 -0.540 1.204 0.0 -0.2 0.4
O 2.300 -0.309 1.090 -0.4 0.7 -0.1
H -0.174 2.575 -4.191 -0.1 0.0 0.1
H 2.985 1.242 -4.523 0.0 0.0 0.0
H 5.173 0.259 -3.802 0.0 0.0 0.0
H 5.443 -0.470 -1.454 0.0 0.0 0.0
H 5.313 -0.474 0.749 0.0 0.1 -0.2
```
Positions in Å, forces in eV/Å.

total charge: +3
largest force on an atom: 4.31 eV Å⁻¹
LUMO energy (spin up / spin down): -11.72 / -10.89 eV
calculated total energy: -2626.554839 Eh
frontier orbital gap (spin up / spin down): 6.686 / 7.565 eV
spin multiplicity: 2
expectation value of S²: 0.852



C3H8N3S | ωB97M-V/def2-TZVPD

The geometry in XYZ format:
```
15
Properties=species:S:1:pos:R:3:forces:R:3
C 1.233 -0.358 0.933 -1.9 3.7 -2.3
C 0.227 0.305 1.911 1.1 2.2 -2.2
C -0.923 -0.405 -0.508 0.8 0.8 -0.2
N 1.231 0.046 -1.331 3.6 1.7 -4.3
N 0.543 -0.330 -0.377 -3.2 -2.6 3.2
N -1.321 0.224 -1.656 -0.9 0.1 -0.8
S -1.256 0.725 0.958 -0.5 -0.2 1.6
H 2.063 0.313 0.589 0.0 -1.0 1.5
H 1.406 -1.343 1.106 1.2 -2.6 1.2
H 0.087 -0.207 2.794 -1.0 -1.4 1.9
H 0.573 1.309 2.215 0.1 -0.3 0.0
H -1.470 -1.327 -0.449 0.2 -0.7 0.8
H 0.711 -0.034 -2.193 0.1 0.0 -0.3
H -2.191 -0.040 -2.128 0.7 0.3 0.4
H -0.913 1.122 -1.864 -0.3 0.1 -0.2
```
Positions in Å, forces in eV/Å.

total charge: +1
largest force on an atom: 5.86 eV Å⁻¹
LUMO energy (spin up / spin down): -3.64 / -8.33 eV
calculated total energy: -681.129624 Eh
frontier orbital gap (spin up / spin down): 7.703 / 6.184 eV
spin multiplicity: 3
energy above the lowest of the compared OMol25 structures with the same formula, charge and spin: 130.9 kJ/mol
expectation value of S²: 2.008



C3H11N2O | ωB97M-V/def2-TZVPD

The geometry in XYZ format:
```
17
Properties=species:S:1:pos:R:3:forces:R:3
C 1.523 -1.073 -0.597 -1.3 6.7 3.5
C -0.536 -1.871 0.558 -3.9 3.7 -1.5
C -0.524 1.676 -0.259 -0.6 -2.9 -1.7
N -1.055 1.951 0.909 -2.5 -0.4 5.2
N 0.046 -1.090 -0.620 2.6 -4.8 1.6
O 0.173 2.545 -0.873 3.2 4.5 -2.4
H 2.094 -1.813 -0.972 1.0 -3.2 -1.5
H 1.848 -0.114 -1.103 -0.3 -1.0 0.2
H 1.774 -0.839 0.504 -0.1 -0.7 -1.7
H -1.651 -1.982 0.150 2.0 0.3 1.8
H -0.241 -2.845 0.855 1.4 -1.0 -0.6
H -0.374 -1.182 1.418 -0.7 -0.6 -0.4
H -0.418 0.651 -0.751 -0.4 0.6 1.0
H -1.534 1.156 1.402 0.7 1.9 -0.5
H -1.077 2.908 1.357 0.0 -1.9 -1.0
H -0.282 -1.571 -1.431 -0.8 0.6 -1.5
H 0.233 3.493 -0.545 -0.4 -1.9 -0.4
```
Positions in Å, forces in eV/Å.

total charge: +1
largest force on an atom: 7.69 eV Å⁻¹
LUMO energy (spin up / spin down): -3.09 / -8.51 eV
calculated total energy: -305.160652 Eh
frontier orbital gap (spin up / spin down): 5.585 / 5.537 eV
spin multiplicity: 3
energy above the lowest of the compared OMol25 structures with the same formula, charge and spin: 122.7 kJ/mol
expectation value of S²: 2.009



C11H15N | ωB97M-V/def2-TZVPD

The geometry in XYZ format:
```
27
Properties=species:S:1:pos:R:3:forces:R:3
C -1.592 2.552 0.301 0.4 -0.5 -0.7
C -0.092 0.619 1.102 0.5 0.3 -0.6
C -0.287 1.961 0.671 -0.8 0.0 0.6
C 1.277 0.481 1.393 -0.2 -0.4 0.1
C 0.968 2.608 0.811 0.5 0.2 0.0
C -0.385 -1.694 1.603 0.0 -0.7 0.3
C 0.972 -1.815 1.882 0.0 0.8 -0.2
C -0.933 -0.502 1.170 0.0 0.7 0.6
C 1.827 -0.707 1.762 0.5 -0.3 -0.2
N 1.873 1.731 1.206 0.5 0.4 0.1
H -0.988 -2.574 1.787 -0.2 0.1 -0.2
H 1.406 -2.745 2.199 -0.1 -0.3 0.1
H -1.991 -0.330 1.042 -0.2 -0.4 -0.2
H 2.895 -0.827 1.877 0.0 0.0 0.3
H -1.607 3.634 0.255 -0.1 0.1 0.3
H -2.359 2.104 0.926 -0.2 0.4 0.2
H 1.274 3.640 0.707 -0.4 0.0 -0.2
H 2.832 1.996 1.415 -0.2 -0.3 0.0
H -1.828 2.198 -0.706 -0.1 0.0 -0.2
C -0.460 -2.269 -2.458 -0.3 0.3 0.2
C -0.315 -0.829 -2.950 -0.2 -0.1 0.7
H -1.441 -2.651 -2.761 0.3 -0.1 0.2
H 0.309 -2.969 -2.754 0.2 0.0 -0.4
H -0.397 -2.232 -1.370 -0.3 -0.2 0.2
H 0.554 -0.348 -2.481 -0.1 0.0 -0.4
H -1.209 -0.298 -2.602 0.2 0.2 -0.1
H -0.303 -0.735 -4.025 0.3 0.0 -0.3
```
Positions in Å, forces in eV/Å.

total charge: +1
largest force on an atom: 1.01 eV Å⁻¹
LUMO energy (spin up / spin down): -3.67 / -6.93 eV
calculated total energy: -482.634041 Eh
frontier orbital gap (spin up / spin down): 9.343 / 6.631 eV
spin multiplicity: 2
energy above the lowest of the compared OMol25 structures with the same formula, charge and spin: 6.3 kJ/mol
expectation value of S²: 0.771